12
Properties=species:S:1:pos:R:3:mulliken_charge:R:1 method="wB97M-V/def2-TZVPD" de_lowest_kcal_mol=98.4 spin_multiplicity=1 e_tot_ev=-7325.01910 homo_ev=-8.7 lumo_ev=0.893
C 1.99176 0.07878 0.08424 -0.992
C 0.75433 -0.54253 -0.46211 0.768
C -0.07707 -1.59833 -0.05775 -0.943
C -0.83324 -0.46140 -0.40225 0.766
O -0.04918 0.26969 -1.32882 -0.405
C -1.96078 0.24213 0.26635 -0.991
H 2.47281 -0.58591 0.80354 0.291
H 2.68417 0.29275 -0.73685 0.284
H 1.74414 1.03143 0.56374 0.322
H -2.38924 -0.39710 1.03914 0.293
H -1.60905 1.18151 0.70503 0.322
H -2.72865 0.48897 -0.47424 0.286